A gas-phase ion, C6H6N (charge +1) in a non-equilibrium geometry, computed with the ωB97M-V functional and the def2-TZVPD basis.

Bonds (Å) are listed after each position.
Atoms and positions in Å:
1 C 0.2636 1.2025 -0.1543  C3 1.311, C5 1.596, H8 1.068
2 C -0.2530 -0.9857 -1.3136  C5 1.458, N7 1.301, H9 1.071
3 C -0.2142 0.7579 0.9829  C1 1.311, C4 1.627, C6 1.549
4 C -0.2743 -0.8648 0.8834  C3 1.627, C6 1.428, N7 1.271
5 C 0.3698 0.3219 -1.4815  C1 1.596, C2 1.458, H10 1.108, H11 1.105
6 C -0.1861 -0.2426 2.1654  C3 1.549, C4 1.428, H12 1.061, H13 1.085
7 N -0.5793 -1.5099 -0.1684  C2 1.301, C4 1.271
8 H 0.6845 2.1824 -0.2060  C1 1.068
9 H -0.9287 -1.3436 -2.0637  C2 1.071
10 H -0.1949 0.7132 -2.3505  C5 1.108
11 H 1.3900 0.1933 -1.8847  C5 1.105
12 H 0.7887 -0.1829 2.5802  C6 1.061
13 H -0.8663 -0.2418 3.0107  C6 1.085

Computed properties:
- HOMO: -14.2160 eV
- Total charge: +1
- Structure (SMILES): C1=[N+]=C2CC2=CC1
- ΔE to the lowest compared entry with this formula, charge and spin: 338.34 kJ/mol
- DFT total energy: -7796.2361 eV

These are the natural (NBO) partial charges, in e, on atoms 1 to 6: -0.10, 0.29, -0.04, 0.47, -0.56, -0.42

A gas-phase ion, C6H6N (charge +1) in a non-equilibrium geometry, computed with the ωB97M-V functional and the def2-TZVPD basis.

Bonds (Å) are listed after each position.
Atoms and positions in Å:
1 C 1.7246 0.5698 -0.0355  C2 1.286, C3 1.370
2 C 0.7662 1.4151 0.1105  C1 1.286, N7 1.315
3 C 1.8169 -0.7934 -0.1360  C1 1.370, C4 1.428, H8 1.060
4 C 0.5064 -1.2716 0.1702  C3 1.428, C6 1.385, H9 1.046
5 C -1.2004 0.5645 -0.5025  C6 1.507, N7 1.512, H10 1.156, H11 1.021
6 C -0.7461 -0.6809 0.2139  C4 1.385, C5 1.507, H12 1.032
7 N -0.5137 1.6257 0.3265  C2 1.315, C5 1.512, H13 1.023
8 H 2.7358 -1.2984 -0.2945  C3 1.060
9 H 0.2941 -2.2482 0.4783  C4 1.046
10 H -0.7638 0.4902 -1.5707  C5 1.156
11 H -2.2183 0.5950 -0.5742  C5 1.021
12 H -1.4360 -1.1890 0.7895  C6 1.032
13 H -0.9657 2.2212 1.0245  N7 1.023

Computed properties:
- HOMO (alpha / beta): -14.3379 / -14.3371 eV
- Total charge: +1
- Structure (SMILES): C1=C=[NH+]CC=CC=1
- ΔE to the lowest compared entry with this formula, charge and spin: 307.28 kJ/mol
- DFT total energy: -7796.5580 eV

These are the natural (NBO) partial charges, in e, on atoms 1 to 6: -0.03, 0.39, -0.04, -0.25, -0.27, -0.04

A gas-phase ion, C6H6N (charge +1) in a non-equilibrium geometry, computed with the ωB97M-V functional and the def2-TZVPD basis.

Bonds (Å) are listed after each position.
Atoms and positions in Å:
1 C 0.1597 2.7312 -0.8969  C2 1.274, C5 1.287
2 C 0.3999 3.8330 -1.4905  C1 1.274, H8 1.072, H9 1.126
3 C -0.1214 0.4657 0.1688  C5 1.237, N7 1.248
4 C -0.3085 -1.7950 1.2613  C6 1.476, N7 1.280, H10 1.116
5 C 0.0172 1.5464 -0.4160  C1 1.287, C3 1.237
6 C -0.1704 -3.0322 0.4686  C4 1.476, H11 1.189, H12 1.080, H13 0.991
7 N -0.2271 -0.5994 0.8113  C3 1.248, C4 1.280
8 H 0.0710 4.7161 -0.9792  C2 1.072
9 H 0.9133 3.7941 -2.4915  C2 1.126
10 H -0.3015 -1.7407 2.3759  C4 1.116
11 H -0.0714 -3.8216 1.3528  C6 1.189
12 H 0.6830 -2.9277 -0.1853  C6 1.080
13 H -1.0438 -3.1700 0.0209  C6 0.991

Computed properties:
- HOMO (alpha / beta): -13.8897 / -13.8899 eV
- Total charge: +1
- Structure (SMILES): C=C=C=C=[N+]=CC
- ΔE to the lowest compared entry with this formula, charge and spin: 221.43 kJ/mol
- DFT total energy: -7797.4478 eV

These are the natural (NBO) partial charges, in e, on atoms 1 to 6: 0.22, -0.37, 0.42, 0.28, -0.15, -0.67